[1]
This record from OMol25 describes a molecular structure, CH2Br2S in a non-equilibrium geometry. The level of theory is ωB97M-V/def2-TZVPD.

As for the total charge: 0. The calculation puts the HOMO-LUMO gap (alpha / beta) at 7.10 / 7.02 eV. The expectation value of S² is 2.0088. For the molecular weight, the calculation gives 205.9 g/mol. Its multiplicity is 3.

Structure (XYZ):
```
6
Properties=species:S:1:pos:R:3:forces:R:3
C 0.494341 -0.035626 -0.466440 -3.098 0.066 3.478
S -1.282896 0.716866 -0.446273 2.372 0.945 -3.506
Br 1.228238 0.225805 1.317124 0.869 0.436 -0.388
Br -1.878669 -0.377013 1.335786 -1.895 -2.260 3.568
H 0.591920 -1.083779 -0.545663 -0.521 -0.996 -0.794
H 0.847068 0.553748 -1.194533 2.273 1.810 -2.359
```
Positions in Å, forces in eV/Å.

[2]
This record from OMol25 describes a molecular structure, C39H33BrN4O6PReS. The level of theory is ωB97M-V/def2-TZVPD.

As for the total charge: -1. The calculation puts the HOMO-LUMO gap (alpha / beta) at 7.06 / 7.36 eV. The expectation value of S² is 0.7561. For the molecular weight, the calculation gives 982.9 g/mol. Its multiplicity is 2.

Structure (XYZ):
```
86
Properties=species:S:1:pos:R:3:forces:R:3
Re 0.552728 0.822529 0.781106 0.045 0.536 -0.024
C -2.171235 5.778343 -3.388464 -0.002 0.001 -0.007
C -1.299123 5.358748 -2.236440 0.014 -0.003 0.010
C -1.831170 5.265058 -0.950612 0.000 -0.002 0.009
C -1.052447 4.851383 0.112592 0.009 0.004 0.016
C 0.278741 4.522999 -0.108913 -0.031 -0.012 -0.013
C 0.830246 4.614567 -1.373994 0.019 0.064 0.034
C 0.037310 5.034124 -2.432508 0.000 0.021 -0.005
S 1.267930 3.956659 1.241578 0.001 0.115 -0.072
O 2.566287 3.637448 0.712270 0.037 -0.007 0.010
O 1.152093 4.917090 2.309129 0.018 -0.022 0.008
N 0.556554 2.563889 1.743335 -0.076 -0.233 -0.041
C -0.114487 2.597598 3.047948 -0.035 0.016 -0.020
C -0.505449 1.187483 3.471948 0.367 0.025 0.105
O -0.994521 0.985408 4.564204 -0.113 -0.008 -0.042
O -0.246036 0.245204 2.602286 0.112 0.110 0.081
H -2.668778 6.727320 -3.180428 -0.001 0.001 0.003
H -2.948991 5.034898 -3.574155 0.000 -0.001 0.000
H -1.589569 5.890467 -4.302719 0.001 -0.002 0.001
H -2.876127 5.499752 -0.784656 -0.001 -0.003 0.004
H -1.479021 4.761879 1.101974 -0.010 -0.008 -0.003
H 1.865398 4.342882 -1.526547 -0.010 0.014 -0.006
H 0.464771 5.083985 -3.426582 0.001 -0.009 0.007
H -1.033682 3.187613 3.002141 0.007 0.038 -0.004
H 0.517742 3.030393 3.821930 -0.018 -0.009 0.008
C 3.645242 -0.486846 -1.404225 -0.007 0.018 -0.012
C 2.719345 -1.318100 -2.251381 -0.011 -0.014 0.003
C 3.138454 -1.619550 -3.544038 0.013 0.033 0.008
C 2.415167 -2.451618 -4.378754 -0.013 0.008 -0.014
C 1.248290 -3.026198 -3.911634 -0.012 0.002 -0.008
C 0.800898 -2.727948 -2.634230 -0.028 0.040 0.035
C 1.497244 -1.854531 -1.797559 0.017 -0.020 0.015
P 0.900050 -1.473806 -0.088233 -0.018 -0.043 -0.019
C -0.592279 -2.512268 0.103708 -0.031 0.068 0.007
C -1.631310 -2.153340 -0.761866 0.034 -0.045 -0.086
C -2.826873 -2.848170 -0.789199 0.019 0.020 0.005
C -3.004803 -3.919105 0.072332 -0.032 0.047 0.060
C -2.013180 -4.228213 0.986886 -0.039 0.027 0.057
C -0.811401 -3.521968 1.050000 0.029 -0.009 0.036
C 0.134661 -3.843143 2.179251 -0.043 -0.050 0.057
C 2.282798 -2.119859 0.873869 0.038 0.002 -0.013
C 2.831414 -3.391054 0.709169 0.085 0.059 -0.072
C 3.929927 -3.767573 1.455915 0.007 0.015 -0.007
C 4.485008 -2.862119 2.360699 -0.012 -0.012 -0.001
C 3.962181 -1.589072 2.489326 -0.014 0.005 0.004
C 2.859667 -1.187159 1.727992 -0.001 -0.007 0.006
C 2.349745 0.223966 1.768269 0.078 -0.113 0.048
H 4.283115 0.123905 -2.043286 -0.001 0.003 0.000
H 4.287555 -1.130426 -0.797377 -0.004 -0.005 -0.006
H 3.115011 0.181832 -0.734333 -0.008 0.008 0.012
H 4.056894 -1.170487 -3.902804 -0.003 -0.001 -0.005
H 2.757538 -2.638127 -5.387916 0.008 -0.002 -0.002
H 0.670014 -3.692606 -4.538590 0.001 -0.006 0.000
H -0.109517 -3.195089 -2.293431 -0.062 0.015 0.039
H -1.496771 -1.309937 -1.429095 0.023 -0.024 -0.012
H -3.612853 -2.545344 -1.468716 -0.001 -0.003 0.002
H -3.932917 -4.477364 0.071992 0.006 -0.001 -0.005
H -2.183603 -5.018806 1.709175 0.000 0.006 -0.001
H -0.407205 -4.374325 2.961922 -0.017 -0.001 -0.003
H 0.557351 -2.938998 2.617686 -0.027 -0.037 0.000
H 0.966033 -4.473221 1.861998 -0.072 0.009 0.044
H 2.391868 -4.077466 -0.006702 0.011 0.009 -0.008
H 4.357461 -4.755232 1.339551 0.001 -0.003 0.004
H 5.342823 -3.153270 2.954589 0.002 0.001 -0.002
H 4.415959 -0.879895 3.171674 0.006 -0.003 0.000
H 3.108577 0.885476 1.318729 -0.042 0.039 -0.019
H 2.259144 0.544219 2.810075 0.018 0.000 0.002
N 1.133177 1.496729 -1.068200 -0.109 -0.102 -0.070
C 1.335789 1.761167 -2.188530 0.285 -0.134 0.128
N 1.669297 2.192503 -3.340949 -0.115 0.134 -0.030
C 1.560190 1.469728 -4.442814 0.020 -0.058 -0.004
N 1.508193 0.929722 -5.466067 -0.006 -0.012 0.001
Br -6.370736 -3.010221 3.028200 -0.021 -0.003 0.004
C -5.157597 -1.721047 2.331867 0.007 -0.018 -0.030
C -3.866008 -1.678967 2.822170 -0.009 -0.068 -0.064
C -2.962155 -0.780893 2.275082 -0.018 -0.098 0.004
C -3.373380 0.093600 1.279127 -0.147 -0.023 -0.168
C -4.688972 0.068174 0.830225 0.002 -0.016 0.005
C -5.586183 -0.858881 1.336685 -0.019 0.012 0.009
C -2.449128 1.131001 0.712982 0.254 0.102 0.415
O -2.741560 2.304192 0.755677 -0.081 -0.010 -0.124
O -1.323149 0.690305 0.172963 -0.147 -0.242 -0.234
H -3.558919 -2.351276 3.611140 0.008 0.001 0.009
H -1.944610 -0.734879 2.641553 -0.127 -0.127 -0.045
H -5.006278 0.777571 0.076722 -0.011 0.002 -0.008
H -6.603895 -0.903392 0.974284 -0.001 -0.001 0.000
```
Positions in Å, forces in eV/Å.

[3]
This record from OMol25 describes a molecular structure, C2H2F2N2 in a non-equilibrium geometry. The level of theory is ωB97M-V/def2-TZVPD.

As for the total charge: 0. The calculation puts the HOMO-LUMO gap (alpha / beta) at 8.47 / 10.20 eV. For the molecular weight, the calculation gives 92.0 g/mol.

Structure (XYZ):
```
8
Properties=species:S:1:pos:R:3:forces:R:3
C -0.703524 -0.327075 -0.293905 -2.901 1.448 0.991
C 0.329163 0.588293 -0.265681 6.490 -2.337 2.784
N -1.897133 0.055778 -0.030913 0.905 -0.241 -0.948
N 1.823262 -0.188372 0.698123 -4.320 2.127 -3.033
F -0.337124 -1.557195 -0.470310 0.391 -1.567 -0.417
F 0.275836 1.863524 -0.336344 -0.431 0.630 0.037
H -2.484446 -0.749878 -0.162483 -0.786 -0.458 0.281
H 2.254388 0.733590 0.694394 0.653 0.399 0.304
```
Positions in Å, forces in eV/Å.

[4]
This record from OMol25 describes 19 unconnected molecules or ions with the total composition C2H41O19 in a non-equilibrium geometry. The level of theory is ωB97M-V/def2-TZVPD.

As for the total charge: -1. The calculation puts the HOMO-LUMO gap at 7.84 eV. For the molecular weight, the calculation gives 369.3 g/mol.

Structure (XYZ):
```
62
Properties=species:S:1:pos:R:3:forces:R:3
C 0.758072 -0.476623 0.235811 -0.221 0.568 -0.868
C -0.659984 -0.038274 0.158496 -0.090 -0.078 2.184
O -1.417329 -0.589082 1.143230 -0.442 -0.374 1.542
H 0.781754 -1.531364 0.262722 0.585 -0.954 0.216
H 1.448770 -0.051046 0.937323 -0.196 0.159 0.669
H 1.034832 -0.175151 -0.736960 1.453 0.018 -1.400
H -1.105989 -0.483840 -0.685642 -0.085 0.320 -2.490
H -0.666536 1.067974 0.167357 -0.267 0.059 -0.366
O 0.937493 3.214588 2.083477 0.392 0.154 -0.254
H 1.550807 2.978696 1.371377 0.021 -0.002 -0.147
H 0.161290 2.674280 1.899835 -0.269 -0.084 0.446
O -1.895131 2.914498 1.862838 0.152 -1.044 0.087
H -1.725508 3.799511 1.632019 0.409 2.124 0.198
H -1.892901 2.537738 0.976090 -0.421 -0.654 -0.148
O -2.656493 2.367202 -0.706635 1.793 -0.586 -0.959
H -3.193668 3.112146 -0.885655 -1.312 1.249 -0.011
H -2.047158 2.376169 -1.478857 -0.469 -0.301 0.538
O -1.086479 -0.091291 -3.582207 -0.092 -0.425 -0.257
H -0.683774 0.586019 -3.049619 0.592 0.963 0.295
H -1.911747 -0.200583 -3.091930 -0.761 -0.295 -0.055
O -0.583804 -3.445626 -0.121060 0.246 0.249 0.087
H -0.512264 -2.568988 0.321907 -0.539 -0.626 -0.196
H -0.956698 -3.280828 -0.991316 -0.086 0.216 -0.028
O -0.021065 2.213830 -2.229935 -0.669 -0.206 0.090
H 0.764358 2.657898 -2.513812 1.171 0.118 -0.679
H -0.292623 2.766791 -1.503592 -0.073 0.184 0.765
O 2.692818 -2.111423 2.171004 0.556 2.591 0.779
H 2.469815 -3.002933 2.075981 -0.802 -2.067 -0.039
H 2.172395 -1.728749 2.907523 0.285 -0.596 -0.740
O 2.977089 0.814018 -2.559621 -0.453 0.735 -0.983
H 3.225341 0.568773 -1.674446 0.683 -0.060 0.724
H 2.367249 0.115191 -2.800010 -0.101 -0.341 -0.433
O 2.181900 -2.986440 -1.501442 2.122 -0.785 0.514
H 1.862217 -2.431075 -2.177503 -0.124 1.599 -1.960
H 1.347392 -3.237802 -1.188375 -1.917 -1.203 1.732
O 2.525006 2.027938 -0.134016 -1.148 -0.061 -0.337
H 2.783885 1.385508 0.549287 0.126 0.009 -0.173
H 1.819749 1.573743 -0.663984 1.124 0.608 0.644
O 3.828211 -0.833022 -0.653477 0.918 -0.788 1.825
H 3.254422 -1.543898 -0.946336 -0.559 -0.452 -0.496
H 4.088749 -1.237609 0.215532 -0.222 1.017 -0.824
O -1.952997 -2.826168 2.595161 -1.146 -2.725 0.663
H -2.520461 -3.432566 2.046523 1.043 1.311 0.748
H -1.724318 -2.067901 2.082854 0.195 1.396 -1.129
O 3.627094 1.245286 2.242084 0.363 -1.059 -0.194
H 3.759823 2.180537 2.207464 0.064 0.973 0.087
H 2.928329 1.105032 2.877273 -0.459 0.080 0.337
O -3.648843 0.152126 -1.985931 0.503 2.895 -1.855
H -3.294649 0.915940 -1.474100 -0.805 -0.384 -0.543
H -3.398547 -0.511501 -1.394661 -0.084 -2.606 1.837
O -3.411267 0.679522 2.136427 -3.237 0.901 1.231
H -2.695755 0.302684 1.702399 2.421 -2.256 -1.493
H -3.014373 1.514282 2.307050 -0.093 1.341 0.837
O -3.617847 -1.575894 -0.051783 -0.808 -0.831 -0.682
H -2.862960 -1.241191 0.436656 1.156 0.841 1.177
H -3.304941 -2.439571 -0.314697 -0.103 -0.523 -0.108
O -0.540834 0.417651 3.615410 1.033 1.473 0.905
H -0.681498 0.077971 2.739673 -0.701 -0.830 -1.219
H -0.658699 -0.292080 4.226423 -0.333 -0.785 0.325
O 1.316812 -1.299609 -3.375528 0.482 0.046 0.621
H 0.452789 -0.912035 -3.512340 -1.300 0.313 0.079
H 1.518681 -1.699382 -4.201738 0.500 -0.526 -1.115
```
Positions in Å, forces in eV/Å.

[5]
This record from OMol25 describes 2 unconnected molecules or ions with the total composition C7H11NO. The level of theory is ωB97M-V/def2-TZVPD.

Its structure (SMILES) is c1ccncc1.CCO. As for the total charge: 0. The calculation puts the HOMO-LUMO gap at 10.80 eV. For the molecular weight, the calculation gives 125.2 g/mol.

Structure (XYZ):
```
20
Properties=species:S:1:pos:R:3:forces:R:3
C -2.505916 2.576183 -0.206700 -0.034 0.061 0.011
C -1.122126 2.673133 -0.326420 0.106 0.194 0.013
C -0.385007 1.509604 -0.542180 0.052 -0.156 -0.023
N -0.933316 0.289024 -0.642600 -0.234 0.414 0.117
C -2.267786 0.211804 -0.525110 0.141 -0.121 -0.028
C -3.090246 1.316504 -0.308570 -0.213 -0.043 0.011
H -3.120476 3.469993 -0.036350 0.304 -0.443 -0.084
H -0.611056 3.642233 -0.253910 -0.255 -0.506 -0.040
H 0.707642 1.554374 -0.640690 -0.464 -0.017 0.040
H -2.699526 -0.794195 -0.609790 0.184 0.441 0.036
H -4.176785 1.184364 -0.221570 0.563 0.058 -0.047
C 2.530012 -1.496335 1.223300 0.113 0.168 0.123
C 2.260372 -2.558525 0.172260 0.168 -0.310 -0.282
O 1.885842 -2.001115 -1.088550 -0.589 0.318 0.439
H 3.316601 -0.806745 0.873520 -0.301 -0.238 0.148
H 2.865821 -1.965185 2.163529 -0.140 0.200 -0.288
H 1.616352 -0.913195 1.427689 0.302 -0.176 -0.030
H 3.179182 -3.140495 -0.034020 -0.450 0.241 0.150
H 1.486652 -3.265904 0.527810 0.261 0.215 -0.112
H 1.063763 -1.485515 -0.951640 0.486 -0.302 -0.152
```
Positions in Å, forces in eV/Å.

Energy above the lowest of the compared OMol25 structures with the same formula, charge and spin for the records above, in order: 0.395 0.068 4.879 1.302 0.738 eV